[1]
This record from the OMol25 dataset describes a structure of composition C24H71O25Y. The level of theory is the ωB97M-V functional and the def2-TZVPD basis.

Results
Electronic energy in eV: -78269.0131
F_max in hartree/bohr: 0.065
Total charge: 0
Orbital gap in eV: 8.6
HOMO level in eV: -8.368

```
121
Properties=species:S:1:pos:R:3:forces:R:3:mulliken_charge:R:1
Y -2.903 0.388 -1.531 0.09 0.47 -1.17 1.635
O -5.927 2.155 -1.588 0.23 0.52 1.14 -0.631
O 0.149 2.398 3.542 -0.54 -0.14 0.18 -0.061
O -2.604 -1.479 -3.168 0.16 -1.14 -0.21 -0.363
O 1.246 -0.369 -1.486 -0.15 -0.28 -0.04 0.168
O -2.729 -0.616 3.671 -1.05 0.27 0.26 -0.630
O -0.114 -2.887 4.646 1.14 -0.69 0.40 -0.531
O 4.935 -0.459 3.697 -0.04 -0.54 0.08 -0.565
O -2.791 -1.836 -0.374 -1.05 -1.28 -1.43 -0.358
O 1.365 4.620 0.637 -0.43 0.17 0.77 -0.646
O 6.297 -0.562 -3.857 -0.01 -0.27 -0.27 -0.505
O -4.382 0.727 0.197 -0.60 -0.36 -0.78 -0.330
O 4.841 2.012 2.814 -0.15 0.06 0.02 -0.543
O -1.301 0.557 -0.117 1.48 0.61 0.56 -0.069
O 4.880 -0.189 -1.462 -0.77 -0.51 0.00 -0.180
O 0.566 -6.185 -0.955 0.90 -0.39 -0.40 -0.552
O 3.941 2.146 -0.153 -0.21 -0.12 -0.20 -0.510
O -4.761 -0.271 -2.467 0.11 -0.78 -0.47 -0.497
O -0.799 4.749 4.958 0.16 0.19 0.52 -0.549
O -0.769 -5.046 2.194 -0.54 -1.78 0.09 -0.393
O 1.511 1.197 -4.047 -0.81 -0.83 -0.75 -0.635
O -3.380 2.525 -2.172 0.49 -0.29 0.31 -0.510
O -2.179 1.563 2.052 -0.21 1.20 -0.69 -0.670
O 3.666 0.254 -4.877 1.40 0.05 0.31 -0.700
O -1.069 1.363 -3.002 -0.43 0.54 -0.65 -0.088
O -0.264 -2.060 0.435 -0.13 1.53 0.62 0.229
C 3.671 0.180 3.817 -1.36 -1.15 -0.46 0.162
C -0.027 2.396 4.983 0.61 1.29 -1.63 -0.126
C -4.550 1.330 1.471 0.01 2.45 -0.58 -0.569
C -6.132 -0.207 -2.400 -0.58 2.58 2.03 -0.810
C -3.330 -2.868 -1.303 0.08 0.85 0.82 -0.252
C 1.791 -1.552 -0.908 0.01 0.78 1.30 -0.867
C -2.595 -2.869 -2.656 0.71 1.85 1.85 -0.730
C -3.389 2.335 1.772 -0.75 -1.82 1.39 -0.717
C -1.073 3.427 5.383 -1.73 -0.69 -1.51 -0.349
C -1.830 -1.627 3.385 2.03 -0.04 2.21 0.193
C -6.504 1.345 -2.552 0.31 -1.72 -1.63 -0.467
C 3.362 3.444 0.044 0.20 -0.72 1.03 -0.663
C 1.454 -0.021 -4.886 -1.10 0.26 1.08 -0.035
C 6.849 0.177 -2.807 -0.67 1.26 1.60 -0.391
C -1.423 2.657 -3.614 0.16 -1.61 -0.10 -0.275
C 4.022 1.602 3.931 1.09 0.18 0.00 -0.515
C 2.698 -0.772 -4.642 1.43 0.56 1.31 -0.066
C 6.251 -0.354 -1.496 1.47 0.74 -0.24 -0.649
C -1.240 -2.083 4.791 -0.79 0.72 -1.92 -0.427
C -0.477 -5.872 -0.063 0.03 -0.71 -0.67 0.474
C 1.873 3.309 0.489 2.09 1.84 -1.42 0.586
C -2.889 2.837 -3.440 -0.43 0.79 0.74 -0.945
C 0.707 -2.496 -0.437 -0.03 -1.36 -2.66 0.369
C 0.055 -5.827 1.304 1.00 1.59 1.23 -0.897
H 0.254 -2.890 -1.438 0.31 0.41 1.49 -0.333
H 2.823 -1.161 -3.601 -0.37 0.26 -0.77 -0.218
H 4.185 1.866 0.732 0.21 -0.31 0.47 0.138
H -6.739 -0.688 -3.152 0.15 -0.71 -0.60 0.401
H -5.092 0.944 -0.485 0.13 0.58 1.18 -0.115
H 6.425 -1.403 -1.444 0.28 -0.98 -0.05 0.366
H 0.232 -6.825 1.659 -0.04 -0.58 0.49 0.463
H -5.984 1.533 -3.507 -0.52 0.27 -0.07 0.220
H -3.696 2.721 2.776 0.41 0.38 -0.87 0.396
H 0.950 2.761 5.352 -0.39 -0.50 0.13 0.199
H 1.433 0.189 -5.963 -0.23 0.52 0.29 0.410
H -2.306 -2.478 2.947 -0.33 -0.56 -0.76 0.287
H -7.596 1.509 -2.679 0.54 0.03 0.33 0.366
H -0.261 1.386 5.292 -0.10 -0.15 0.53 0.104
H -0.768 4.886 4.015 -0.07 -0.60 -0.46 0.313
H -3.492 -1.263 -3.565 0.52 -0.37 0.75 0.280
H 1.426 2.910 -0.388 -0.92 -0.77 -0.60 -0.372
H 1.414 -6.289 -0.476 -0.83 0.11 -0.38 0.367
H -1.464 -5.692 2.473 0.62 1.10 -0.07 0.287
H 6.534 1.258 -2.903 0.48 -0.78 0.10 0.184
H 4.591 1.599 4.845 0.46 0.87 0.52 0.370
H 5.694 1.537 2.842 -0.76 0.12 0.29 0.309
H -3.398 2.215 -4.149 -0.46 -0.33 -0.99 0.354
H 1.257 4.802 1.582 0.04 -0.06 -0.37 0.337
H 3.030 0.052 2.908 0.47 -0.31 0.59 -0.121
H 2.450 -1.316 -0.069 -0.01 0.28 0.08 0.214
H 3.123 -0.240 4.710 0.44 0.64 -0.86 0.284
H 1.739 2.693 1.335 -0.16 -0.74 1.07 0.273
H -1.070 3.542 6.438 -0.31 -0.30 1.10 0.410
H -0.939 -1.285 2.822 -0.63 -0.23 -0.14 -0.015
H -3.399 -3.843 -0.815 0.63 -0.08 -0.02 0.585
H 7.942 0.119 -2.773 -0.06 -0.04 -0.06 0.509
H -1.243 -6.640 -0.114 -0.29 -0.23 -0.26 0.366
H -4.373 -2.597 -1.439 -0.02 0.33 -0.26 0.325
H -0.885 -1.156 5.245 -0.17 -0.16 0.28 0.124
H -0.694 2.114 3.107 0.46 0.17 0.29 0.342
H 0.560 -0.661 -4.626 0.67 1.08 -0.03 0.044
H -0.133 1.173 -3.202 0.01 0.01 0.05 -0.022
H -1.231 2.695 -4.709 0.36 -0.22 0.70 0.284
H 4.026 3.974 0.743 -0.59 0.11 0.13 0.283
H -0.919 -4.944 -0.343 -0.31 0.94 -0.15 -0.360
H -0.560 1.118 -0.417 -0.46 -0.51 0.06 -0.265
H 4.665 0.697 -1.192 -0.34 0.94 0.27 0.288
H -0.203 -3.675 4.095 -0.60 0.30 -0.08 0.305
H 1.220 -3.353 0.013 -0.06 -0.02 -0.06 0.101
H -2.061 -2.517 5.376 0.24 -0.06 0.15 0.262
H -1.526 -3.190 -2.493 -1.11 0.49 -0.55 0.010
H -4.551 0.600 2.241 0.10 -0.96 0.51 0.381
H -5.521 1.885 1.545 0.69 -0.41 -0.39 0.332
H -3.124 -3.504 -3.314 -0.31 -0.78 -0.92 0.536
H 3.437 3.947 -0.895 -0.26 0.43 -0.64 0.337
H -0.419 -1.079 0.304 -0.08 -0.59 -0.08 -0.024
H -1.719 1.294 1.176 -0.63 -0.26 0.46 0.388
H 1.748 0.423 -1.253 0.20 -0.45 0.00 -0.051
H -5.086 2.602 -1.910 -0.30 -0.77 0.07 0.439
H 6.813 0.092 -0.642 -0.55 0.02 -0.33 0.318
H 6.943 -0.460 -4.546 0.03 -0.24 -0.99 0.259
H -2.501 0.183 3.190 0.15 0.39 -0.50 0.364
H 2.447 1.480 -3.953 -0.69 -0.68 -0.55 0.303
H -3.020 3.905 -3.706 -0.52 -0.22 -0.01 0.290
H -0.887 3.411 -3.088 0.62 0.71 0.33 0.426
H 4.441 0.173 -4.285 -0.36 -0.47 -0.47 0.402
H -2.138 3.057 5.022 1.88 0.73 0.67 0.083
H 1.057 -5.344 1.261 -0.59 0.02 0.24 0.332
H 2.835 -1.552 -5.359 0.02 -0.80 -0.46 0.387
H 3.173 2.241 3.995 -0.56 0.63 -0.05 0.262
H -6.471 -0.567 -1.382 -0.04 0.14 -0.77 0.265
H 2.403 -2.112 -1.596 0.25 -0.15 -0.59 0.289
H -2.098 -2.213 0.195 0.26 0.10 -0.30 0.090
H -3.303 3.114 0.996 0.27 -0.35 0.34 0.378
H 4.901 -0.952 2.887 0.25 -0.52 -0.39 0.332
```
Positions in Å, forces in eV/Å.

[2]
This record from the OMol25 dataset describes a structure of composition C4H5Cl2CuF6NO7S3. The level of theory is the ωB97M-V functional and the def2-TZVPD basis.

Results
Electronic energy in eV: -138544.8223
F_max in hartree/bohr: 0.039
Total charge: 0
Spin multiplicity: 2
Orbital gap (spin up / spin down) in eV: 11.3 / 8.4
Energy relative to the best compared isomer or geometry (same formula, charge and spin) in kcal/mol: 19.4
HOMO level (spin up / spin down) in eV: -11.117 / -11.103

```
29
Properties=species:S:1:pos:R:3:forces:R:3:nbo_charge:R:1
Cu 0.885 -0.306 0.080 -1.97 -0.15 0.04 1.443
Cl -1.878 -1.414 -0.322 -0.09 0.17 0.05 -0.012
Cl -1.736 -2.912 -2.843 0.01 0.00 0.09 -0.021
S 1.766 0.549 -2.008 0.46 0.00 -0.38 2.132
S -0.011 2.483 -1.537 -0.27 -0.45 0.03 2.222
S 0.933 -1.145 2.337 -0.39 -0.15 0.38 2.338
F 1.352 2.932 0.691 -0.01 0.06 -0.11 -0.305
F 3.614 -0.912 -3.024 -0.07 0.23 -0.11 -0.293
F 0.293 4.634 -0.121 0.12 -0.04 0.04 -0.294
F 2.410 0.146 -4.498 0.16 -0.02 0.18 -0.284
F 2.133 3.957 -1.056 -0.15 -0.01 0.10 -0.302
F 3.892 1.224 -3.326 -0.14 -0.17 -0.04 -0.286
O -0.870 3.370 -2.235 0.07 -0.14 -0.03 -0.861
O 0.963 -0.707 -1.877 0.97 1.05 -0.12 -0.952
O 0.144 0.044 1.798 1.01 -0.73 0.44 -0.968
O 0.347 -1.835 3.429 -0.16 -0.04 -0.01 -0.894
O -0.566 1.472 -0.642 0.46 0.24 -0.13 -0.970
O 2.528 0.787 -0.759 -0.38 -0.28 -0.74 -0.978
O 1.210 -1.970 1.102 0.03 0.58 0.41 -0.998
N 1.035 1.794 -2.554 -0.09 0.01 0.17 -1.158
C 2.478 -0.485 2.848 0.15 0.07 0.07 -0.896
C 1.023 3.572 -0.430 0.11 0.10 0.00 0.736
C 3.009 0.235 -3.321 0.10 -0.10 -0.20 0.771
C -1.611 -2.982 -1.078 0.08 -0.16 -0.10 -0.399
H 2.976 0.003 2.011 -0.03 -0.02 0.00 0.248
H 2.273 0.237 3.636 0.02 -0.03 0.02 0.262
H -2.365 -3.663 -0.706 -0.01 -0.03 -0.02 0.227
H 3.077 -1.311 3.225 0.01 0.02 0.01 0.260
H -0.614 -3.313 -0.814 0.01 -0.02 -0.02 0.228
```
Positions in Å, forces in eV/Å.